[1]
Entry from the OMol25 dataset: a molecular structure, C39H88MnN11O11 in a non-equilibrium geometry (ωB97M-V/def2-TZVPD).

Output
Largest force on an atom, eV/Å: 4.660
Frontier orbital gap (alpha / beta), eV: 6.510 / 6.407
Electronic energy, eV: -112098.3496
Total charge: +1
Multiplicity: 6
ΔE to the lowest compared entry with this formula, charge and spin, kcal/mol: 83.01

Last column: Löwdin charge in e.
Element x y z (Å)
Mn -30.784 -5.354 -36.015  0.999
C -30.441 -2.497 -32.951  -0.017
C -31.513 -3.397 -32.187  -0.470
C -32.450 -2.347 -31.626  -0.177
C -33.638 -2.926 -30.978  -0.225
C -34.383 -3.787 -31.954  -0.149
C -33.602 -4.956 -32.566  -0.425
N -32.242 -4.374 -33.023  -0.101
O -31.368 -5.263 -33.835  -0.312
C -34.354 -5.429 -33.868  -0.014
C -33.430 -6.089 -31.538  -0.022
C -30.712 -4.019 -31.030  -0.049
H -30.151 -1.589 -32.422  0.077
H -30.938 -2.112 -33.841  0.053
H -29.576 -3.069 -33.287  0.053
H -32.871 -1.797 -32.467  0.114
H -31.926 -1.733 -30.893  0.113
H -34.350 -2.122 -30.791  0.098
H -33.456 -3.398 -30.012  0.103
H -34.850 -3.128 -32.687  0.113
H -35.168 -4.184 -31.311  0.106
H -34.155 -4.626 -34.579  0.052
H -35.417 -5.473 -33.634  0.092
H -33.915 -6.328 -34.300  0.054
H -33.135 -5.712 -30.559  0.070
H -32.620 -6.782 -31.763  0.073
H -34.282 -6.763 -31.445  0.053
H -31.254 -4.353 -30.145  0.065
H -29.970 -3.360 -30.579  0.078
H -30.102 -4.873 -31.323  0.052
C -30.717 5.013 -34.043  -0.009
C -30.938 3.753 -33.203  -0.551
O -30.928 3.799 -31.991  0.061
N -31.376 2.677 -33.900  0.001
C -31.439 1.338 -33.295  -0.081
H -30.393 5.882 -33.471  0.083
H -31.492 5.285 -34.760  0.077
H -29.858 4.829 -34.689  0.073
H -31.773 2.762 -34.825  0.130
H -30.634 0.703 -33.667  0.069
H -32.449 0.985 -33.505  0.068
H -31.539 1.154 -32.225  0.083
C -37.289 -1.578 -29.627  -0.019
C -37.749 -1.495 -30.986  -0.655
O -38.645 -2.218 -31.276  0.096
N -37.150 -0.615 -31.778  0.017
C -37.313 -0.755 -33.213  -0.061
H -37.329 -2.562 -29.161  0.069
H -37.818 -0.951 -28.908  0.101
H -36.244 -1.342 -29.425  0.064
H -36.349 -0.223 -31.304  0.131
H -37.140 -1.806 -33.445  0.080
H -36.681 -0.003 -33.685  0.082
H -38.338 -0.548 -33.521  0.089
C -32.911 -0.759 -24.439  -0.003
C -32.013 -1.317 -25.538  -0.582
O -30.847 -1.608 -25.236  0.020
N -32.576 -1.516 -26.709  0.025
C -31.704 -1.946 -27.887  -0.027
H -33.943 -0.717 -24.789  0.057
H -32.550 0.257 -24.278  0.089
H -33.125 -1.360 -23.554  0.085
H -33.563 -1.374 -26.872  0.124
H -31.392 -2.989 -27.839  0.082
H -30.929 -1.215 -28.119  0.091
H -32.426 -1.732 -28.675  0.051
C -36.177 -4.803 -24.908  -0.010
C -36.228 -5.568 -26.145  -0.568
O -36.355 -6.816 -26.084  0.014
N -36.080 -4.870 -27.272  0.036
C -36.232 -5.363 -28.666  -0.041
H -35.608 -3.911 -25.168  0.064
H -35.597 -5.329 -24.150  0.099
H -37.119 -4.442 -24.494  0.098
H -35.832 -3.898 -27.149  0.118
H -35.365 -5.245 -29.316  0.046
H -36.937 -4.755 -29.233  0.064
H -36.510 -6.387 -28.916  0.086
C -28.168 -5.808 -29.181  -0.016
C -27.086 -5.320 -28.235  -0.536
O -26.108 -6.069 -28.010  0.009
N -27.277 -4.108 -27.665  -0.001
C -26.449 -3.501 -26.598  -0.042
H -27.830 -6.751 -29.611  0.079
H -28.112 -5.034 -29.947  0.056
H -29.134 -6.039 -28.733  0.089
H -28.258 -3.870 -27.635  0.123
H -26.137 -2.522 -26.959  0.080
H -25.698 -4.167 -26.174  0.088
H -27.168 -3.319 -25.799  0.081
C -34.973 -9.754 -29.920  0.018
C -33.831 -10.345 -30.819  -0.494
O -33.007 -11.182 -30.365  -0.014
N -33.549 -9.946 -32.072  0.017
C -34.596 -9.186 -32.863  -0.055
H -35.372 -8.809 -30.287  0.049
H -34.764 -9.783 -28.851  0.087
H -35.709 -10.551 -29.813  0.085
H -33.059 -10.655 -32.598  0.128
H -35.164 -8.375 -32.406  0.066
H -35.186 -9.919 -33.413  0.081
H -33.975 -8.735 -33.637  0.035
C -26.682 -5.345 -36.504  0.025
C -27.671 -5.256 -35.365  -0.489
O -28.820 -4.791 -35.562  -0.077
N -27.149 -5.501 -34.174  0.046
C -27.874 -5.400 -32.936  -0.044
H -26.337 -6.378 -36.535  0.085
H -25.885 -4.661 -36.213  0.098
H -27.103 -5.104 -37.480  0.093
H -26.180 -5.779 -34.117  0.157
H -27.341 -5.928 -32.144  0.089
H -28.883 -5.792 -33.061  0.076
H -27.819 -4.361 -32.611  0.093
C -34.883 -5.294 -37.370  0.040
C -33.938 -6.458 -36.873  -0.512
O -32.771 -6.263 -36.509  -0.045
N -34.468 -7.620 -36.809  0.033
C -33.807 -8.809 -36.446  -0.048
H -34.591 -4.873 -38.332  0.081
H -34.760 -4.442 -36.701  0.058
H -35.880 -5.546 -37.732  0.080
H -35.401 -7.701 -37.187  0.160
H -34.533 -9.489 -36.003  0.092
H -32.997 -8.629 -35.739  0.067
H -33.425 -9.299 -37.341  0.102
C -29.878 -1.893 -36.962  0.047
C -31.340 -2.316 -36.609  -0.530
O -31.640 -3.478 -36.664  -0.017
N -32.163 -1.407 -36.147  0.049
C -33.561 -1.584 -35.754  -0.023
H -29.753 -0.988 -36.368  0.071
H -29.759 -1.611 -38.009  0.091
H -29.161 -2.605 -36.553  0.064
H -31.771 -0.476 -36.135  0.135
H -34.221 -1.093 -36.470  0.092
H -33.958 -1.240 -34.800  0.072
H -33.671 -2.666 -35.676  0.062
C -28.465 -9.157 -36.448  0.019
C -29.461 -8.412 -35.565  -0.510
O -30.063 -7.375 -35.835  -0.016
N -29.601 -9.073 -34.447  0.042
C -30.666 -8.691 -33.611  -0.071
H -28.644 -10.192 -36.737  0.091
H -27.546 -9.197 -35.863  0.090
H -28.398 -8.580 -37.370  0.086
H -29.289 -10.032 -34.395  0.160
H -31.604 -8.444 -34.108  0.069
H -30.557 -7.866 -32.907  0.088
H -30.881 -9.565 -32.997  0.090



[2]
Entry from the OMol25 dataset: a molecular structure, C39H88N2O19S2 (ωB97M-V/def2-TZVPD).

Output
Largest force on an atom, eV/Å: 0.925
Frontier orbital gap, eV: 9.309
Electronic energy, eV: -105412.6014
Multiplicity: 1

Last column: Löwdin charge in e.
Element x y z (Å)
O 9.819 -4.594 1.654  -0.218
S 8.837 -4.119 0.740  0.584
O 8.562 -4.831 -0.451  -0.209
O 7.473 -3.860 1.525  -0.185
C 7.740 -2.708 2.339  -0.137
C 8.402 -1.720 1.369  -0.251
C 7.368 -0.954 0.560  -0.141
C 7.118 0.463 1.073  -0.173
C 5.787 1.093 0.598  -0.180
C 5.234 0.582 -0.748  -0.183
C 4.064 -0.427 -0.556  -0.186
C 4.275 -1.836 -1.155  -0.236
C 4.365 -2.969 -0.125  -0.464
S 2.828 -3.883 0.207  0.997
C 1.977 -2.747 1.212  -0.703
N 1.734 -2.808 2.477  0.051
N 0.989 -1.687 2.790  0.062
C 0.839 -1.038 1.692  -0.185
O 1.423 -1.647 0.640  0.022
O 9.101 -2.596 0.415  -0.170
H 6.817 -2.327 2.762  0.141
H 8.402 -3.021 3.146  0.128
H 9.154 -1.090 1.832  0.160
H 6.428 -1.502 0.541  0.093
H 7.707 -0.908 -0.473  0.129
H 7.946 1.103 0.766  0.117
H 7.118 0.479 2.166  0.103
H 5.048 0.968 1.388  0.104
H 5.957 2.167 0.524  0.097
H 4.827 1.441 -1.281  0.096
H 6.006 0.167 -1.392  0.098
H 3.167 0.000 -1.000  0.097
H 3.865 -0.505 0.512  0.091
H 3.438 -2.070 -1.811  0.081
H 5.176 -1.837 -1.769  0.109
H 4.784 -2.641 0.824  0.063
H 5.025 -3.755 -0.496  0.075
H 0.318 -0.112 1.517  0.131
C -3.155 1.119 2.965  -0.105
O -2.712 0.909 1.634  -0.200
C -2.932 -0.411 1.165  -0.213
C -4.184 -0.528 0.322  -0.207
O -5.356 -0.256 1.067  -0.183
C -5.845 1.065 0.905  -0.104
H -3.217 2.195 3.123  0.089
H -4.140 0.679 3.136  0.085
H -2.442 0.696 3.681  0.089
H -2.972 -1.113 2.004  0.130
H -2.070 -0.676 0.545  0.114
H -4.262 -1.557 -0.043  0.126
H -4.117 0.135 -0.547  0.127
H -6.385 1.156 -0.045  0.091
H -5.038 1.801 0.931  0.087
H -6.534 1.268 1.724  0.075
C -11.306 3.049 4.140  -0.109
O -10.376 4.108 4.301  -0.188
C -9.149 3.704 4.881  -0.208
C -8.072 3.481 3.841  -0.202
O -8.385 2.414 2.959  -0.206
C -8.945 2.838 1.730  -0.112
H -12.066 3.374 3.433  0.085
H -10.832 2.146 3.751  0.080
H -11.790 2.817 5.096  0.092
H -9.287 2.798 5.481  0.127
H -8.824 4.506 5.550  0.125
H -7.141 3.216 4.352  0.125
H -7.897 4.403 3.277  0.128
H -8.162 3.212 1.061  0.086
H -9.698 3.616 1.871  0.088
H -9.417 1.972 1.267  0.082
C 1.772 2.391 -5.915  -0.097
O 3.071 1.977 -6.302  -0.212
C 4.085 2.335 -5.379  -0.198
C 4.458 1.188 -4.465  -0.199
O 3.381 0.790 -3.632  -0.200
C 2.688 -0.345 -4.122  -0.100
H 1.057 1.823 -6.508  0.091
H 1.586 2.201 -4.856  0.084
H 1.631 3.457 -6.121  0.090
H 3.777 3.205 -4.790  0.128
H 4.969 2.617 -5.959  0.127
H 5.272 1.515 -3.811  0.120
H 4.819 0.338 -5.052  0.125
H 3.257 -1.254 -3.900  0.080
H 2.511 -0.290 -5.198  0.083
H 1.726 -0.397 -3.612  0.096
C 5.587 1.572 -10.519  -0.112
O 5.523 0.393 -9.740  -0.189
C 4.448 0.385 -8.812  -0.206
C 3.255 -0.392 -9.319  -0.201
O 2.673 0.198 -10.470  -0.188
C 3.081 -0.404 -11.684  -0.112
H 6.231 1.367 -11.374  0.089
H 4.602 1.874 -10.881  0.084
H 6.023 2.394 -9.940  0.087
H 4.152 1.405 -8.551  0.113
H 4.814 -0.098 -7.900  0.123
H 2.490 -0.397 -8.536  0.122
H 3.537 -1.430 -9.523  0.127
H 2.547 -1.347 -11.847  0.088
H 4.156 -0.595 -11.701  0.083
H 2.832 0.283 -12.491  0.089
C -0.632 -5.421 2.434  -0.105
O 0.219 -6.555 2.445  -0.193
C 0.867 -6.761 3.689  -0.205
C 0.170 -7.805 4.534  -0.207
O -1.137 -7.411 4.916  -0.191
C -2.156 -7.955 4.098  -0.114
H -1.279 -5.507 1.561  0.091
H -1.253 -5.368 3.330  0.087
H -0.034 -4.508 2.357  0.056
H 0.948 -5.818 4.238  0.128
H 1.881 -7.110 3.471  0.126
H 0.746 -7.950 5.453  0.125
H 0.140 -8.762 4.002  0.125
H -2.349 -9.000 4.365  0.087
H -1.899 -7.897 3.039  0.083
H -3.062 -7.376 4.274  0.088
C 7.032 2.772 4.455  -0.109
O 7.287 3.298 3.165  -0.207
C 6.817 4.625 2.991  -0.204
C 7.916 5.653 3.162  -0.206
O 8.440 5.666 4.478  -0.189
C 9.647 4.939 4.618  -0.109
H 7.676 1.904 4.590  0.086
H 7.251 3.499 5.240  0.085
H 5.987 2.454 4.543  0.090
H 5.994 4.833 3.681  0.128
H 6.427 4.700 1.971  0.123
H 7.496 6.644 2.970  0.126
H 8.713 5.478 2.433  0.127
H 10.493 5.517 4.232  0.089
H 9.604 3.978 4.101  0.082
H 9.801 4.761 5.682  0.090
C -14.311 0.534 3.122  -0.103
O -13.363 1.223 2.325  -0.208
C -12.729 0.401 1.359  -0.199
C -13.348 0.541 -0.014  -0.205
O -14.693 0.097 -0.048  -0.189
C -15.642 1.144 0.053  -0.110
H -14.940 1.282 3.603  0.090
H -14.940 -0.126 2.522  0.084
H -13.807 -0.054 3.896  0.090
H -12.746 -0.646 1.678  0.130
H -11.682 0.717 1.303  0.113
H -12.783 -0.081 -0.715  0.126
H -13.279 1.579 -0.354  0.127
H -15.746 1.663 -0.906  0.089
H -15.367 1.867 0.824  0.083
H -16.599 0.696 0.315  0.089



> Which of these has the highest multiplicity?

C39H88MnN11O11



> The highest multiplicity belongs to which entry?

C39H88MnN11O11